18
Properties=species:S:1:pos:R:3:forces:R:3 method="wB97M-V/def2-TZVPD" e_above_lowest_kj_mol=122.7 lumo_ha="0.015 / 0.015" smiles="C[C@@]1(N)N=C(Cl)CC=[N+]1[O-]" e_tot_ha=-894.89966 total_charge=0 homo_energy_ev="-8.809 / -8.809"
Cl 3.758 -0.102 0.547 -0.9363 -0.3861 -0.1936
O -1.554 1.131 1.196 -1.0512 0.1139 0.1358
N -0.943 -1.363 1.370 1.7791 -1.0212 -1.3108
N 1.185 -0.840 0.649 1.7291 -1.0874 1.0378
N -0.507 0.836 0.577 0.2592 0.7175 0.2760
C 1.549 1.170 -0.553 0.2769 2.3951 -0.1027
C 0.362 1.683 0.147 -1.0264 -0.6370 -0.3746
C -0.171 -0.601 0.454 -2.0002 -2.2396 -2.7714
C 2.016 -0.037 0.212 1.0291 1.3872 -0.6030
C -0.465 -1.201 -1.210 2.3672 3.8024 3.0978
H 2.120 2.154 -0.493 0.5819 -1.9578 -0.6875
H 0.216 -0.510 -1.777 -1.0818 -1.2481 -0.1125
H -1.713 -0.897 1.748 -1.0513 0.8736 0.8685
H -0.127 -2.196 -1.161 0.1968 -1.1345 -0.0901
H 0.126 2.723 0.126 -0.2604 0.3814 0.3736
H -1.485 -1.024 -1.347 -1.4560 -0.0112 -0.5617
H -0.293 -1.840 1.968 -0.3995 -0.0369 0.6157
H 1.201 0.948 -1.585 1.0437 0.0887 0.4028

=====

11
Properties=species:S:1:pos:R:3:forces:R:3 method="wB97M-V/def2-TZVPD" e_above_lowest_kj_mol=228.3 lumo_ha="-0.085 / -0.091" e_tot_ha=-1150.85879 total_charge=0 homo_energy_ev="-9.100 / -8.776"
S 1.522 0.377 2.376 -0.1417 -0.0167 -0.1286
S -1.660 -0.721 -0.833 0.7956 0.6323 2.6078
O 0.743 -1.408 -1.292 0.6662 -0.2114 -0.1174
O -0.681 -1.707 -2.889 -0.1034 -0.2469 -0.7180
N -0.553 -0.326 1.168 -2.9655 -1.0515 -2.2883
N -0.345 -1.368 -1.790 0.0582 0.2791 0.6275
N 0.344 1.646 0.352 -0.3768 0.0534 -0.3920
C 0.387 0.586 1.153 1.7649 0.8947 0.5629
H -0.356 -1.225 1.581 0.2440 -0.1675 -0.2089
H -0.416 1.762 -0.301 0.0949 -0.0093 0.0201
H 1.015 2.384 0.475 -0.0365 -0.1562 0.0349